No. 1
Here is an isolated molecule of C9H14O2 at a distorted geometry from the OMol25 dataset. Energies are from ωB97M-V with the def2-TZVPD basis set.

Last column: natural (NBO) charge in e.
CARTESIAN COORDINATES (ANGSTROEM)
C1 3.437 0.052 -0.153  0.75
C2 2.266 0.853 -0.345  -0.40
C3 0.973 0.635 0.249  0.15
C4 -0.240 1.752 0.221  -0.42
C5 -1.509 1.106 -0.453  -0.40
C6 -2.292 0.094 0.129  -0.42
C7 -1.850 -1.373 -0.317  -0.39
C8 -0.333 -1.605 0.177  -0.41
C9 0.484 -0.568 0.991  -0.52
H1 1.954 -1.138 -0.576  0.49
H2 2.194 1.889 -0.621  0.24
H3 -0.294 2.153 1.280  0.21
H4 0.043 2.538 -0.296  0.20
H5 -1.112 1.089 -1.615  0.21
H6 -2.342 1.922 -0.438  0.23
H7 -2.334 0.303 1.066  0.20
H8 -3.317 0.009 -0.443  0.21
H9 -2.786 -2.078 0.085  0.22
H10 -1.869 -1.311 -1.557  0.21
H11 -0.097 -2.561 0.465  0.22
H12 0.141 -1.339 -0.720  0.19
H13 -0.055 -0.243 1.929  0.23
H14 1.369 -1.116 1.249  0.24
O1 2.914 -1.197 -0.496  -0.69
O2 4.653 0.134 0.190  -0.55

Cartesian forces (eV/Å) of the 2 atoms listed first:
3.352 -3.141 0.331
-5.281 3.347 2.887

Energy: -501.62199 Ha
Charge: 0
SMILES: O=C(O)C=C1CCCCCC1
HOMO level: -0.35960 Ha
LUMO: 0.2 eV

---

No. 2
Here is a structure of composition C15H22Br33FNP at a distorted geometry from the OMol25 dataset. Energies are from ωB97M-V with the def2-TZVPD basis set.

Last column: Mulliken charge in e.
CARTESIAN COORDINATES (ANGSTROEM)
C1 -0.501 0.511 -0.659  -0.56
C2 -1.233 1.615 -1.424  -0.43
C3 -0.323 2.519 -2.246  0.04
C4 0.821 1.802 -2.931  -1.32
N1 0.416 0.661 -3.771  0.04
P1 0.548 0.995 -5.445  0.00
F1 1.022 -0.338 -6.130  -0.11
H1 -1.247 -0.077 -0.140  0.43
H2 -0.012 -0.171 -1.343  -0.05
H3 0.183 0.910 0.081  0.10
H4 -1.936 1.127 -2.091  0.30
H5 -1.813 2.169 -0.703  0.15
H6 0.119 3.274 -1.610  0.28
H7 -0.889 3.037 -3.010  0.15
H8 1.285 2.528 -3.585  0.65
H9 1.596 1.503 -2.233  0.15
H10 -0.475 0.265 -3.502  0.29
H11 -0.812 1.011 -5.870  -0.02
C5 2.999 -0.902 1.311  -0.21
Br1 2.633 0.911 1.851  0.04
Br2 2.130 -2.171 2.467  0.03
Br3 2.545 -1.193 -0.539  -0.02
H12 4.064 -1.056 1.408  0.16
C6 1.812 -3.870 -4.418  -0.38
Br4 1.435 -2.070 -3.857  0.09
Br5 0.943 -5.157 -3.283  -0.06
Br6 1.349 -4.125 -6.273  -0.05
H13 2.877 -4.019 -4.324  0.39
C7 -1.440 -5.153 0.595  -0.37
Br7 -2.959 -4.229 1.329  0.01
Br8 -1.964 -6.402 -0.777  -0.06
Br9 -0.098 -3.929 -0.034  0.16
H14 -0.996 -5.727 1.394  0.33
C8 3.532 -2.154 -9.003  0.11
Br10 3.476 -2.598 -10.876  -0.02
Br11 5.193 -2.714 -8.197  -0.01
Br12 3.199 -0.279 -8.714  -0.01
H15 2.740 -2.704 -8.518  -0.10
C9 -3.207 5.694 -1.315  -0.25
Br13 -2.520 6.002 -3.087  -0.04
Br14 -1.814 5.127 -0.109  -0.07
Br15 -4.144 7.223 -0.628  -0.02
H16 -3.917 4.883 -1.383  0.37
C10 5.607 3.821 3.195  -0.37
Br16 4.863 3.761 4.970  -0.01
Br17 6.406 2.140 2.708  0.05
Br18 4.301 4.387 1.898  -0.02
H17 6.392 4.562 3.201  0.34
C11 -3.567 -2.729 5.634  -0.37
Br19 -4.074 -4.529 5.168  0.10
Br20 -1.982 -2.161 4.696  0.00
Br21 -5.024 -1.495 5.372  -0.02
H18 -3.330 -2.725 6.687  0.34
C12 -5.029 1.483 2.661  -0.12
Br22 -6.559 2.385 3.403  -0.03
Br23 -5.527 0.270 1.255  -0.01
Br24 -3.682 2.731 2.084  0.03
H19 -4.595 0.887 3.450  0.12
C13 -3.255 10.088 2.700  -0.32
Br25 -3.571 10.462 4.562  -0.03
Br26 -2.480 8.347 2.443  0.00
Br27 -4.859 10.304 1.652  -0.05
H20 -2.541 10.814 2.344  0.36
C14 6.919 -2.276 3.613  -0.33
Br28 5.472 -1.351 4.480  -0.03
Br29 6.272 -3.441 2.223  -0.02
Br30 8.252 -1.053 2.951  -0.03
H21 7.397 -2.894 4.357  0.36
C15 -3.325 -8.954 4.839  -0.31
Br31 -1.708 -8.102 5.443  -0.04
Br32 -4.721 -7.664 4.529  -0.06
Br33 -3.017 -10.046 3.285  -0.01
H22 -3.661 -9.606 5.631  0.36

Cartesian forces (eV/Å) of the 2 atoms listed first:
-0.677 0.218 -0.209
0.433 -0.579 -0.034

Energy: -86023.08065 Ha
Charge: 0
HOMO level: -0.33697 Ha
LUMO: -0.2 eV

---

No. 3
Here is a structure of composition C27H41BrMgN2P2 at a distorted geometry from the OMol25 dataset. Energies are from ωB97M-V with the def2-TZVPD basis set.

Last column: Mulliken charge in e.
CARTESIAN COORDINATES (ANGSTROEM)
C1 2.072 -7.045 2.326  -0.34
C2 2.423 -5.864 1.616  0.61
C3 3.170 -6.150 0.441  -0.25
C4 3.643 -7.456 0.119  -0.33
N1 3.336 -8.510 0.888  -0.51
C5 2.562 -8.332 1.972  -0.33
C6 1.969 -4.515 1.989  0.10
C7 1.517 -3.388 2.026  -1.53
C8 0.827 -2.147 1.787  0.12
C9 -0.616 -2.011 1.930  -1.12
C10 -1.329 -1.074 1.108  -0.28
C11 -0.620 0.010 0.549  0.77
C12 0.778 -0.079 0.450  0.43
C13 1.490 -0.931 1.341  -1.04
Mg1 0.454 -0.746 3.304  1.24
P1 -2.685 1.027 -0.256  1.05
H1 3.406 -5.371 -0.291  0.37
H2 1.388 -7.013 3.170  0.39
H3 4.282 -7.660 -0.775  0.35
H4 2.331 -9.242 2.573  0.35
H5 2.593 -0.971 1.274  0.85
H6 -1.106 -2.922 2.254  0.82
H7 1.229 0.486 -0.318  -0.61
H8 -2.220 -1.466 0.756  0.31
C14 -3.502 2.645 -0.428  -0.49
C15 -3.873 2.941 -1.887  -1.43
H9 -2.935 3.463 0.043  0.61
H10 -4.398 2.514 0.200  0.56
H11 -4.462 3.862 -1.943  0.42
H12 -2.996 3.083 -2.532  0.35
H13 -4.487 2.134 -2.311  0.35
C16 -1.943 0.562 -1.888  0.53
C17 -2.285 -0.911 -2.174  -1.42
H14 -0.846 0.755 -1.847  -0.81
H15 -2.395 1.215 -2.649  0.63
H16 -1.620 -1.267 -2.983  0.43
H17 -2.179 -1.582 -1.285  0.27
H18 -3.334 -0.967 -2.540  0.37
C18 -4.096 0.007 0.137  -0.71
C19 -5.288 0.191 -0.789  -1.38
H19 -4.345 0.279 1.169  0.57
H20 -3.886 -1.064 0.116  0.53
H21 -6.073 -0.524 -0.531  0.43
H22 -5.737 1.180 -0.743  0.39
H23 -5.039 -0.024 -1.830  0.26
Br1 -0.762 2.110 1.105  -0.47
P2 2.796 2.692 -1.505  -0.31
C20 1.140 2.471 -2.202  0.78
C21 0.885 3.322 -3.455  -1.47
H24 0.412 2.665 -1.392  -0.35
H25 1.062 1.403 -2.479  0.19
H26 0.067 2.881 -4.038  0.36
H27 0.638 4.353 -3.195  0.36
H28 1.776 3.345 -4.092  0.43
C22 2.847 3.792 0.000  -0.24
C23 4.213 4.538 -0.053  -1.19
H29 2.808 3.156 0.904  0.19
H30 2.007 4.524 -0.039  0.35
H31 4.275 5.342 0.695  0.37
H32 4.984 3.776 0.127  0.30
H33 4.353 4.937 -1.078  0.36
C24 3.416 1.042 -1.036  0.14
C25 4.344 0.374 -2.032  -1.41
H34 2.581 0.336 -1.074  0.07
H35 3.829 1.108 -0.005  0.51
H36 4.750 -0.519 -1.546  0.36
H37 3.744 0.057 -2.890  0.32
H38 5.129 1.039 -2.379  0.38
C26 -3.100 2.663 4.840  -0.89
C27 -1.957 1.815 4.283  0.39
N2 -1.159 1.033 3.974  -0.38
H39 -3.917 2.844 4.077  0.26
H40 -2.786 3.655 5.232  0.33
H41 -3.551 2.123 5.714  0.33

Cartesian forces (eV/Å) of the 2 atoms listed first:
0.010 -0.339 0.451
0.174 -1.737 -0.293

Energy: -4618.85673 Ha
Charge: +2
HOMO level: -0.42949 Ha
LUMO: -7.5 eV

---

No. 4
Here is a structure of composition C34H31N6O6PtS from the OMol25 dataset. Energies are from ωB97M-V with the def2-TZVPD basis set.

Last column: Mulliken charge in e.
CARTESIAN COORDINATES (ANGSTROEM)
Pt1 0.748 -1.011 -0.318  3.97
C1 3.495 -2.626 -0.898  -1.42
C2 2.765 -3.958 -0.828  -0.90
C3 1.343 -4.066 -1.325  0.78
C4 0.998 -5.121 -2.145  -0.91
C5 -0.332 -5.349 -2.463  -0.56
C6 -1.300 -4.529 -1.921  -1.13
C7 -0.903 -3.467 -1.131  -0.14
N1 0.389 -3.239 -0.849  0.41
N2 2.982 -1.637 0.081  -0.28
C8 3.170 -2.120 1.467  -2.21
C9 1.905 -2.395 2.242  1.49
C10 1.984 -2.911 3.524  -1.07
C11 0.816 -3.154 4.224  -0.48
C12 -0.403 -2.877 3.625  -1.00
C13 -0.413 -2.363 2.343  -0.39
N3 0.730 -2.138 1.677  -0.13
C14 3.650 -0.331 -0.145  -1.93
C15 3.092 0.666 0.828  0.90
C16 3.805 1.739 1.317  -1.03
C17 3.204 2.549 2.270  -0.62
C18 1.929 2.245 2.717  -1.12
C19 1.267 1.172 2.155  -0.51
N4 1.847 0.402 1.236  0.34
H1 3.426 -2.191 -1.888  0.73
H2 4.554 -2.797 -0.678  0.57
H3 2.763 -4.332 0.200  0.31
H4 3.362 -4.672 -1.394  0.59
H5 1.777 -5.768 -2.524  0.47
H6 -0.602 -6.167 -3.117  0.43
H7 -2.351 -4.675 -2.122  0.52
H8 -1.618 -2.762 -0.730  0.44
H9 3.769 -1.397 2.023  0.58
H10 3.756 -3.038 1.439  1.02
H11 2.953 -3.117 3.962  0.55
H12 0.858 -3.552 5.230  0.44
H13 -1.338 -3.050 4.138  0.53
H14 -1.328 -2.105 1.821  0.28
H15 3.446 -0.022 -1.171  0.51
H16 4.732 -0.433 -0.024  0.68
H17 4.812 1.928 0.968  0.55
H18 3.734 3.404 2.667  0.45
H19 1.434 2.847 3.465  0.51
H20 0.252 0.910 2.422  0.73
O1 0.448 0.045 -4.171  -0.60
S1 0.560 -0.353 -2.823  0.90
O2 -0.698 -0.844 -2.155  -0.35
O3 1.119 0.664 -1.859  -0.55
O4 1.517 -1.527 -2.622  -0.38
O5 -2.525 -1.327 0.260  -0.84
C20 -2.174 -0.164 0.103  -0.75
N5 -2.963 0.854 -0.269  -0.03
C21 -2.274 2.130 -0.365  4.56
C22 -0.867 1.692 0.064  -1.87
O6 0.075 2.429 0.181  -0.61
N6 -0.871 0.317 0.351  0.66
C23 -2.889 3.135 0.604  -0.58
C24 -4.059 3.788 0.224  -0.29
C25 -4.709 4.644 1.099  -0.95
C26 -4.187 4.863 2.369  -0.46
C27 -3.019 4.221 2.751  -1.02
C28 -2.373 3.359 1.871  -0.06
C29 -2.204 2.657 -1.799  -0.37
C30 -1.711 3.936 -2.032  -0.23
C31 -1.584 4.407 -3.328  -0.97
C32 -1.950 3.607 -4.405  -0.47
C33 -2.435 2.333 -4.176  -0.88
C34 -2.558 1.857 -2.873  -0.29
H21 -3.924 0.705 -0.526  0.35
H22 -4.457 3.639 -0.774  0.43
H23 -5.617 5.146 0.788  0.41
H24 -4.685 5.538 3.053  0.41
H25 -2.603 4.394 3.736  0.44
H26 -1.451 2.879 2.182  0.26
H27 -1.423 4.559 -1.195  0.52
H28 -1.199 5.404 -3.500  0.43
H29 -1.854 3.979 -5.417  0.43
H30 -2.708 1.695 -5.008  0.43
H31 -2.907 0.846 -2.707  0.37

Cartesian forces (eV/Å) of the 2 atoms listed first:
0.350 -0.520 0.542
-0.159 -0.046 0.169

Energy: -2611.42346 Ha
Charge: +1
HOMO level (spin up / spin down): -0.39653 / -0.39742 Ha
Spin multiplicity: 5
LUMO (spin up / spin down): -2.6 / -5.9 eV

---

- Which value of charge does entry 4 give?
  +1